{
  "formula": "C39H36CdN6O5S3",
  "method": "ωB97M-V with the def2-TZVPD basis set",
  "charge": 0,
  "lumo_energy_ev": 0.18,
  "orbital_gap_ev": 7.89,
  "symbols": ["Cd", "C", "O", "C", "C", "C", "C", "C", "C", "O", "C", "O", "C", "H", "H", "H", "H", "H", "H", "H", "H", "H", "N", "C", "C", "N", "C", "C", "N", "H", "H", "H", "H", "H", "O", "C", "C", "C", "C", "C", "S", "C", "C", "C", "C", "S", "C", "C", "C", "C", "S", "H", "H", "H", "H", "H", "H", "H", "H", "H", "C", "C", "C", "C", "C", "N", "C", "O", "N", "C", "C", "C", "C", "N", "C", "C", "C", "H", "H", "H", "H", "H", "H", "H", "H", "H", "H", "H", "H", "H"],
  "xyz": [[0.96345, 0.25543, 0.17082], [3.68749, 5.98711, -2.66166], [2.85579, 6.49799, -1.63308], [2.20861, 5.60011, -0.85998], [1.28881, 6.15058, 0.06289], [0.55235, 5.31117, 0.84114], [0.67718, 3.89901, 0.77750], [-0.22297, 3.05466, 1.52345], [-1.23680, 3.70349, 2.44935], [-0.25880, 1.81399, 1.45773], [1.68052, 3.35029, -0.09303], [1.98374, 2.10659, -0.15480], [2.40466, 4.24538, -0.92708], [4.06941, 6.85193, -3.19690], [3.12041, 5.35387, -3.34809], [4.52338, 5.41348, -2.25453], [1.18095, 7.22581, 0.11469], [-0.15941, 5.75236, 1.52573], [-1.86563, 4.41311, 1.91236], [-0.72061, 4.24083, 3.24687], [-1.86045, 2.92814, 2.88662], [3.11678, 3.79159, -1.60418], [5.02017, 0.39693, 3.80234], [3.84255, -0.21996, 3.51670], [3.01935, 0.23000, 2.46874], [1.89587, -0.39351, 2.17583], [1.53448, -1.44711, 2.91841], [2.32765, -1.84916, 3.97093], [3.47988, -1.25222, 4.27168], [5.38917, 1.09516, 3.18501], [5.62679, -0.03182, 4.47693], [3.27764, 1.09803, 1.86936], [0.61347, -1.95072, 2.65901], [2.03760, -2.67975, 4.60305], [1.71824, -1.28146, -1.05818], [2.09512, -0.98190, -2.35486], [2.57368, -2.28433, -3.01998], [2.47184, -3.53639, -2.50281], [3.02554, -4.54280, -3.34754], [3.54214, -4.02882, -4.49307], [3.38319, -2.32137, -4.54753], [0.89140, -0.40035, -3.09517], [0.32567, 0.82848, -2.91517], [-0.90977, 0.98182, -3.60448], [-1.25809, -0.13647, -4.29643], [-0.08498, -1.37379, -4.12646], [3.25311, 0.01023, -2.38192], [3.65020, 0.90972, -3.31958], [4.88310, 1.54524, -2.98600], [5.39069, 1.10230, -1.80579], [4.38224, -0.08646, -1.08797], [2.01375, -3.71915, -1.54100], [3.04220, -5.59594, -3.10217], [4.01733, -4.54345, -5.31377], [0.79016, 1.61689, -2.33324], [-1.50373, 1.88549, -3.58623], [-2.12205, -0.29626, -4.92286], [3.07848, 1.12156, -4.21452], [5.35666, 2.29671, -3.60386], [6.30144, 1.41165, -1.31575], [-4.00836, -4.94245, 4.54909], [-4.60596, -4.02926, 3.50963], [-5.58374, -4.47271, 2.62752], [-6.12227, -3.62844, 1.66889], [-5.70029, -2.30751, 1.57019], [-6.32356, -1.49470, 0.59216], [-6.00882, -0.23525, 0.13367], [-6.86888, 0.53481, -0.24409], [-4.67217, 0.12453, 0.10467], [-3.53799, -0.66579, -0.14143], [-3.58014, -1.95308, -0.66719], [-2.38964, -2.62360, -0.88535], [-1.18970, -2.00572, -0.58231], [-1.15077, -0.76835, -0.08431], [-2.29115, -0.11662, 0.12739], [-4.73152, -1.84610, 2.45673], [-4.19388, -2.70460, 3.40248], [-4.58313, -5.86317, 4.64115], [-3.98055, -4.45523, 5.52467], [-2.98238, -5.20916, 4.28530], [-5.93304, -5.49720, 2.68601], [-6.88370, -3.99616, 0.98948], [-7.28548, -1.72377, 0.40100], [-4.55219, 1.11804, -0.00898], [-4.52526, -2.41518, -0.91611], [-2.39313, -3.61861, -1.30915], [-0.22916, -2.47242, -0.76235], [-2.20471, 0.88423, 0.53783], [-4.40885, -0.81539, 2.43131], [-3.44062, -2.32511, 4.08462]],
  "forces_ev_per_a": [[-0.42, 0.03, -0.02], [0.05, 0.03, -0.03], [0.03, 0.03, -0.09], [-0.08, -0.07, 0.12], [0.01, 0.13, 0.00], [0.00, -0.05, -0.03], [0.07, -0.17, -0.08], [-0.06, 0.19, 0.04], [0.09, -0.02, -0.02], [-0.07, -0.02, 0.00], [-0.13, 0.07, 0.17], [0.23, 0.15, -0.15], [0.08, -0.06, -0.11], [0.00, 0.01, 0.01], [-0.01, 0.00, 0.02], [-0.01, 0.01, 0.03], [-0.01, -0.04, 0.00], [-0.02, -0.03, -0.01], [0.00, 0.02, 0.02], [-0.06, 0.04, 0.00], [0.03, -0.03, 0.00], [-0.02, -0.02, 0.05], [-0.11, 0.08, 0.01], [-0.02, -0.11, 0.13], [-0.05, 0.11, -0.10], [0.23, -0.08, 0.20], [-0.06, -0.02, -0.02], [0.07, 0.04, 0.04], [0.02, 0.01, -0.03], [0.04, -0.03, -0.01], [0.02, -0.01, 0.00], [0.02, -0.05, -0.05], [0.00, 0.00, 0.01], [-0.02, -0.02, -0.04], [0.38, -0.25, -0.09], [-0.05, -0.14, -0.05], [0.09, 0.24, -0.12], [-0.11, -0.10, 0.06], [-0.05, 0.00, 0.06], [0.04, 0.16, -0.10], [-0.11, -0.04, 0.14], [0.01, -0.16, -0.19], [0.03, 0.17, -0.06], [-0.02, 0.00, 0.06], [0.02, -0.12, -0.06], [-0.01, 0.10, 0.15], [0.01, -0.23, 0.16], [-0.06, 0.13, -0.03], [-0.07, 0.05, -0.09], [-0.02, -0.07, 0.11], [0.06, 0.07, -0.10], [0.05, 0.03, -0.02], [-0.01, 0.02, -0.02], [-0.01, -0.04, 0.06], [0.04, -0.04, 0.01], [0.02, -0.01, -0.02], [0.01, 0.04, 0.04], [0.03, -0.03, 0.04], [0.02, -0.02, 0.03], [-0.04, 0.02, -0.03], [0.01, 0.08, -0.09], [0.02, -0.04, 0.05], [-0.01, 0.02, 0.00], [0.02, -0.03, -0.06], [0.01, 0.04, 0.03], [0.03, -0.14, 0.02], [0.03, 0.03, -0.07], [0.02, -0.02, 0.07], [0.06, -0.01, 0.13], [0.00, -0.12, -0.05], [0.00, 0.01, -0.07], [-0.10, 0.01, 0.02], [0.06, 0.00, -0.04], [-0.11, 0.09, 0.02], [-0.02, 0.01, 0.11], [-0.02, 0.04, 0.05], [-0.01, 0.00, -0.04], [0.01, 0.01, 0.01], [0.00, -0.03, 0.00], [-0.02, -0.02, 0.02], [0.00, 0.02, 0.00], [0.03, 0.00, 0.01], [-0.07, 0.08, 0.01], [-0.05, 0.03, -0.12], [0.01, 0.01, 0.01], [0.02, 0.01, 0.02], [0.01, 0.05, -0.02], [0.02, -0.04, 0.01], [0.00, 0.01, -0.03], [-0.03, 0.01, -0.01]],
  "mulliken_charge": [4.336, -0.777, -0.479, 1.173, -1.068, -0.890, 0.417, 0.774, -1.893, -0.887, -0.759, -0.780, -0.160, 0.262, 0.332, 0.313, 0.420, 0.398, 0.448, 0.457, 0.313, 0.227, -0.404, 0.339, -0.304, -0.187, -0.694, -0.350, -0.651, 0.210, 0.247, 0.229, 0.525, 0.365, -1.463, 2.817, -1.122, -0.460, -0.724, -0.480, -0.052, -0.052, -0.619, -1.154, -0.447, -0.119, -0.337, -0.261, -0.767, -0.570, -0.195, 0.466, 0.389, 0.453, 0.978, 0.465, 0.469, 0.558, 0.491, 0.475, -1.388, 0.808, -0.811, -0.607, 0.329, -0.051, 0.277, -0.680, -0.017, 0.100, -0.287, -1.376, -0.486, 0.302, -0.644, -0.127, -0.851, 0.351, 0.354, 0.286, 0.319, 0.393, 0.249, 0.247, 0.624, 0.487, 0.499, 0.466, 0.604, 0.390]
}

---

{
  "formula": "C39H37F4KN7O2S2",
  "method": "ωB97M-V with the def2-TZVPD basis set",
  "charge": -1,
  "de_lowest_kcal_mol": 44.2,
  "lumo_energy_ev": 2.11,
  "orbital_gap_ev": 5.04,
  "symbols": ["K", "C", "C", "N", "C", "C", "C", "C", "N", "C", "C", "F", "C", "F", "C", "C", "F", "C", "F", "H", "H", "H", "H", "H", "H", "H", "H", "H", "H", "H", "H", "H", "H", "H", "S", "N", "C", "C", "C", "C", "C", "N", "C", "C", "N", "C", "C", "C", "C", "C", "N", "H", "H", "H", "H", "H", "H", "N", "C", "O", "C", "C", "H", "H", "H", "H", "H", "H", "O", "S", "C", "C", "C", "C", "C", "C", "C", "C", "C", "C", "C", "C", "H", "H", "H", "H", "H", "H", "H", "H", "H", "H"],
  "xyz": [[0.44145, 0.31129, -0.03378], [-4.06255, 1.27789, -0.53558], [-2.52875, 1.32919, -0.57248], [-1.90605, 0.78859, -1.76878], [-2.05025, 1.62969, -2.94388], [-1.04035, 2.77289, -2.94318], [-2.25525, -0.59911, -1.99718], [-1.16525, -1.35511, -2.76658], [0.10875, -1.14231, -2.14068], [1.20965, -1.32881, -2.82158], [2.44065, -0.87701, -2.26268], [2.41525, -0.36321, -0.99618], [3.62735, -0.85501, -2.94168], [4.72955, -0.35031, -2.32278], [3.73915, -1.30961, -4.24858], [2.58715, -1.84951, -4.80228], [2.66265, -2.33111, -6.07058], [1.39415, -1.91671, -4.12178], [0.35295, -2.56841, -4.72898], [-4.42345, 1.81639, 0.33672], [-4.41485, 0.25039, -0.48078], [-4.48845, 1.74429, -1.42108], [-2.14595, 0.77489, 0.28472], [-2.21065, 2.36439, -0.45268], [-3.06845, 2.04879, -3.04168], [-1.85875, 1.01849, -3.82998], [-1.22455, 3.47599, -2.13518], [-1.09555, 3.32339, -3.88098], [-0.03785, 2.37009, -2.82458], [-3.20905, -0.71021, -2.54388], [-2.36695, -1.07321, -1.02428], [-1.15345, -1.02071, -3.81188], [-1.44375, -2.42261, -2.77228], [4.65775, -1.24811, -4.80218], [-2.24375, 7.33629, 2.70682], [-2.31705, 5.80619, 3.29282], [-1.54685, 5.03719, 2.55172], [-1.37475, 3.61849, 2.69762], [-2.24335, 2.82629, 3.41192], [-2.07745, 1.41449, 3.32452], [-0.97105, 0.89149, 2.76372], [0.08405, 1.68419, 2.27092], [-0.33545, 3.02109, 1.92082], [0.23455, 3.66829, 0.84142], [1.07555, 2.97409, 0.00392], [1.57565, 3.59279, -1.03338], [1.37695, 4.93809, -1.34578], [0.57605, 5.68259, -0.49948], [-0.02975, 5.07269, 0.58732], [-0.88915, 5.75139, 1.49072], [-1.20105, 7.04409, 1.47562], [-3.07985, 3.26269, 3.93692], [-2.86085, 0.76529, 3.69392], [-0.80285, -0.17411, 2.69622], [2.20915, 2.98799, -1.67328], [1.82975, 5.37779, -2.21988], [0.41455, 6.73799, -0.66688], [4.23055, 0.50929, 1.20292], [2.98115, 0.50399, 1.73182], [2.30045, -0.49941, 1.73342], [2.56825, 1.80269, 2.39022], [1.25245, 1.63859, 3.14752], [4.48505, -0.27441, 0.62192], [4.70105, 1.37579, 1.00552], [2.44215, 2.56199, 1.61782], [3.36295, 2.11589, 3.07052], [1.18005, 2.40839, 3.93272], [1.26075, 0.65979, 3.63442], [-0.77595, -1.51801, 0.65232], [-0.46705, -2.67061, -0.19548], [-1.41015, -4.03251, 0.59302], [-1.50115, -5.26661, -0.02628], [-2.21385, -6.28381, 0.58492], [-2.84325, -6.06311, 1.80052], [-2.78445, -4.81301, 2.39362], [-2.07455, -3.79601, 1.78202], [1.04505, -3.37661, 0.50572], [1.86645, -4.15491, -0.28918], [2.97745, -4.76311, 0.27032], [3.26825, -4.56801, 1.61062], [2.44925, -3.77141, 2.39542], [1.32995, -3.17731, 1.84412], [-1.02305, -5.43271, -0.98228], [-2.28325, -7.24941, 0.10422], [-3.38355, -6.86401, 2.28452], [-3.29535, -4.62331, 3.32522], [-2.03115, -2.80671, 2.20782], [1.64675, -4.27851, -1.34008], [3.61805, -5.38581, -0.33908], [4.14195, -5.03211, 2.04482], [2.68045, -3.61131, 3.43852], [0.67935, -2.55661, 2.43722]],
  "forces_ev_per_a": [[-0.40, 1.95, 0.13], [0.32, 0.01, -0.04], [-0.36, 0.13, 0.05], [-0.14, 0.00, -0.03], [0.24, 0.25, -0.08], [-0.23, -0.17, -0.05], [0.15, -0.21, -0.31], [-0.10, 0.07, -0.24], [-0.04, 0.14, -0.15], [0.35, -0.06, -0.61], [0.44, -0.01, -0.05], [0.96, -0.46, -0.83], [0.11, -0.03, -0.07], [-0.23, -0.06, -0.05], [-0.11, -0.05, 0.06], [0.27, 0.06, -0.05], [-0.17, -0.01, 0.30], [-0.20, -0.03, -0.06], [0.24, 0.19, 0.11], [-0.06, 0.03, 0.13], [-0.10, -0.10, 0.00], [-0.12, 0.05, -0.09], [-0.04, 0.03, 0.13], [0.13, 0.07, 0.06], [0.05, -0.18, -0.04], [-0.13, -0.02, 0.08], [0.04, 0.09, 0.14], [0.03, 0.09, -0.09], [0.09, -0.01, -0.03], [0.01, -0.04, 0.09], [-0.19, 0.05, 0.08], [-0.08, -0.09, 0.05], [-0.12, 0.07, -0.16], [0.14, -0.02, -0.05], [0.59, -1.08, -0.35], [-0.26, 0.21, 0.21], [-0.21, 0.98, -0.07], [-0.46, -0.96, 0.39], [0.19, 0.85, -0.13], [0.31, -0.40, -0.01], [-0.59, -0.42, 0.33], [0.20, 0.42, 0.18], [0.01, -0.07, 0.25], [-0.09, 0.45, -0.22], [-0.12, 0.00, 0.07], [0.23, 0.41, -0.23], [0.15, 0.03, -0.18], [-0.17, -0.20, 0.28], [0.62, -0.45, -0.73], [-0.67, 0.92, 0.64], [0.04, 0.01, -0.06], [0.01, 0.06, 0.05], [0.03, -0.13, -0.04], [-0.09, -0.17, -0.06], [0.09, -0.08, -0.14], [0.10, -0.01, -0.08], [-0.10, 0.09, -0.03], [0.41, -0.10, -0.30], [0.52, 0.56, 0.38], [-0.25, -0.37, 0.12], [-0.39, -0.08, 0.22], [0.30, 0.09, 0.23], [-0.09, 0.00, -0.04], [-0.12, 0.05, 0.07], [0.18, -0.01, 0.06], [0.06, 0.01, -0.01], [-0.05, -0.07, -0.10], [-0.07, 0.04, 0.05], [-1.08, 0.13, 1.11], [0.01, -2.89, 0.35], [-0.26, 0.24, -0.10], [0.02, 0.02, -0.05], [0.01, -0.08, -0.06], [-0.05, -0.10, 0.09], [-0.02, -0.07, -0.05], [0.07, 0.17, -0.04], [0.18, 0.10, -0.33], [-0.05, 0.10, -0.14], [0.11, -0.07, 0.02], [0.08, -0.05, 0.01], [-0.08, 0.00, -0.01], [-0.06, -0.02, -0.02], [0.09, -0.02, -0.08], [0.00, -0.08, -0.01], [-0.07, -0.06, 0.00], [-0.05, -0.01, 0.11], [0.03, 0.19, 0.11], [-0.04, 0.00, -0.14], [0.04, 0.02, -0.05], [0.08, -0.05, 0.03], [0.03, 0.02, 0.07], [-0.06, 0.15, 0.08]],
  "mulliken_charge": [0.218, -1.767, 0.314, 1.514, -0.920, -0.967, -1.133, -1.600, 1.201, 0.108, -0.539, 0.473, 0.089, -0.340, -0.990, 0.401, -0.359, -0.095, -0.381, 0.513, 0.315, 0.293, -0.145, 0.004, 0.322, 0.486, 0.178, 0.539, 0.040, 0.165, 0.730, 0.711, 0.342, 0.514, 0.026, -0.758, 0.571, 0.373, -1.150, -0.749, -0.277, 1.621, -0.702, -0.336, 0.436, -0.661, -1.045, -0.711, -0.244, 1.262, -0.798, 0.389, 0.447, 0.280, 0.348, 0.397, 0.495, -0.360, 0.615, -0.315, -0.835, -1.050, 0.260, 0.218, 0.303, 0.499, 0.271, 0.639, -0.691, 0.506, 0.354, -0.272, -0.859, -0.520, -0.849, -0.068, 0.355, -0.296, -0.699, -0.619, -0.590, -0.079, 0.420, 0.412, 0.376, 0.441, 0.244, 0.437, 0.442, 0.370, 0.449, 0.040]
}